# 1
This record from the OMol25 dataset describes one molecule with the formula C5H6O. The level of theory is ωB97M-V/def2-TZVPD.

Positions of all 12 atoms, in Å:
C  1.8134  0.6629  0.7466
C  0.5514  0.8284  0.2343
C  -0.4071  -0.2048  -0.2073
C  -0.3662  -1.5007  0.0907
C  -1.5622  0.3015  -1.0102
H  2.2941  -0.3064  0.7336
H  2.4465  1.4911  1.0539
H  0.0921  1.8318  0.2613
H  -1.1927  -2.1372  -0.2175
H  0.3882  -1.9172  0.7795
H  -1.6303  1.3978  -1.0692
O  -2.4271  -0.4472  -1.3956

Summary:
LUMO   -0.0107 Ha
Molar mass   82.10 g mol⁻¹
Structure (SMILES)   C=CC(=C)C=O
Total energy   -269.293531 a.u.
Highest occupied orbital energy   -9.3 eV
Gap between HOMO and LUMO   9.1 eV
Energy relative to the best compared isomer or geometry (same formula, charge and spin)   138.4 kJ/mol

Löwdin population analysis, charges in e, atoms 1 to 4: 0.028 -0.141 -0.288 0.104

=====

# 2
This record from the OMol25 dataset describes one molecule with the formula C5H6O. The level of theory is ωB97M-V/def2-TZVPD.

Positions of all 12 atoms, in Å:
C  -0.8252  0.5522  -0.4443
C  -0.1437  -0.5167  -1.2375
C  0.8231  -1.1461  -0.5242
O  0.6886  1.3483  1.3267
C  -0.2263  0.3188  0.9553
C  0.7732  -0.8181  0.8788
H  -1.9195  0.4880  -0.4818
H  -0.5439  1.5348  -0.8439
H  -0.3981  -0.7400  -2.2737
H  1.5345  -1.8515  -0.9440
H  -1.0141  0.1896  1.7115
H  1.3565  0.8448  1.8346

Summary:
LUMO   -0.0273 Ha
Molar mass   82.10 g mol⁻¹
Total energy   -269.209900 a.u.
Highest occupied orbital energy   -8.6 eV
Gap between HOMO and LUMO   7.9 eV
Energy relative to the best compared isomer or geometry (same formula, charge and spin)   358.0 kJ/mol

Löwdin population analysis, charges in e, atoms 1 to 4: -0.124 -0.018 -0.121 -0.050

=====

# 3
This record from the OMol25 dataset describes one molecule with the formula C5H6O. The level of theory is ωB97M-V/def2-TZVPD.

Positions of all 12 atoms, in Å:
O  -1.6945  -1.3473  0.8676
C  -0.9211  -0.6950  0.2206
C  0.4707  -1.1481  -0.2524
C  1.2470  0.0852  0.1303
C  0.4542  1.1574  0.1956
C  -0.9674  0.8135  -0.1660
H  0.4082  -1.3281  -1.3371
H  0.8342  -2.0640  0.2192
H  2.2758  0.0493  0.4671
H  0.7357  2.1255  0.5945
H  -1.7043  1.4645  0.3127
H  -1.1414  0.8783  -1.2522

Summary:
LUMO   0.0372 Ha
Molar mass   82.10 g mol⁻¹
Structure (SMILES)   O=C1CC=CC1
Total energy   -269.328501 a.u.
Highest occupied orbital energy   -9.7 eV
Gap between HOMO and LUMO   10.7 eV
Energy relative to the best compared isomer or geometry (same formula, charge and spin)   46.6 kJ/mol

Löwdin population analysis, charges in e, atoms 1 to 4: 0.107 -0.380 -0.111 -0.098

=====

# 4
This record from the OMol25 dataset describes one molecule with the formula C5H6O. The level of theory is ωB97M-V/def2-TZVPD.

Positions of all 12 atoms, in Å:
C  1.6542  -0.3648  -1.3149
C  1.1807  -0.4157  0.0499
C  0.5967  -0.4805  1.1149
C  -0.8067  -0.0885  1.2172
C  -1.1328  1.3244  1.0354
O  -1.2395  0.4484  -0.0630
H  1.0295  -1.0121  -1.9433
H  1.6093  0.6577  -1.7091
H  2.6796  -0.7243  -1.3430
H  -1.5092  -0.7779  1.6744
H  -0.3068  2.0389  1.0378
H  -2.1004  1.6992  1.3433

Summary:
LUMO   0.0392 Ha
Molar mass   82.10 g mol⁻¹
Structure (SMILES)   CC#C[C@H]1CO1
Total energy   -269.206043 a.u.
Highest occupied orbital energy   -9.3 eV
Gap between HOMO and LUMO   10.4 eV
Energy relative to the best compared isomer or geometry (same formula, charge and spin)   368.1 kJ/mol

Löwdin population analysis, charges in e, atoms 1 to 4: -0.074 -0.067 0.016 -0.299

=====

> Number 1 is which compound?

C5H6O

=====

> The lowest LUMO belongs to which entry?

number 2

=====

> What is the highest occupied orbital energy in the second record?

-8.6 eV

=====

> What is the total energy in the first record?

-269.293531 a.u.